[1]
{
  "formula": "C5H12N3",
  "method": "ωB97M-V/def2-TZVPD",
  "charge": 1,
  "spin_multiplicity": 1,
  "e_above_lowest_kj_mol": 341.1,
  "species": ["C", "C", "C", "N", "H", "H", "H", "H", "H", "C", "C", "N", "N", "H", "H", "H", "H", "H", "H", "H"],
  "coordinates": [[1.647311, 1.281035, -0.196314], [1.705827, 1.261488, -1.564793], [3.084716, -0.541888, 0.297793], [2.610723, 0.609042, 0.642731], [0.898839, 1.827858, 0.358701], [2.311590, 0.625451, -2.157928], [1.041947, 1.918402, -2.117245], [3.856476, -1.068161, 0.960347], [2.684016, -1.067818, -0.552685], [-2.556823, -0.256098, -0.085206], [-1.563784, -0.752350, 0.719574], [-1.365963, -0.381687, 2.035060], [-2.699383, -0.848270, -1.423045], [-3.327863, 0.519243, 0.094073], [-0.922122, -1.489168, 0.329255], [-0.370474, -0.299225, 2.251781], [-1.758479, 0.537327, 2.284875], [-2.241290, -0.328454, -2.134759], [-3.661934, -1.003108, -1.721555], [-2.231825, -1.779066, -1.404410]],
  "forces_ev_per_a": [[1.31, -1.40, -1.78], [-1.44, 0.77, 2.30], [-0.11, 1.09, 1.88], [0.13, -1.11, -0.68], [0.16, 0.36, -0.07], [0.97, -0.27, -0.13], [-0.08, -0.11, 0.06], [-1.07, 1.00, -1.08], [0.02, -0.38, -0.49], [0.30, 0.03, 1.09], [-2.54, 2.19, -0.05], [0.74, 1.13, -0.57], [0.40, -1.87, 0.62], [0.91, -0.63, 0.24], [0.84, -0.94, -0.27], [-0.24, -0.57, 0.14], [-0.21, -0.78, -0.18], [0.54, 0.90, -0.96], [-0.16, 0.00, 0.17], [-0.48, 0.57, -0.23]],
  "nbo_charge": [-0.047, -0.442, -0.039, -0.422, 0.196, 0.205, 0.204, 0.202, 0.145, -0.224, 0.074, -0.753, -0.663, 0.241, 0.202, 0.404, 0.394, 0.434, 0.445, 0.443]
}

---

[2]
{
  "formula": "C5H12N3O",
  "method": "ωB97M-V/def2-TZVPD",
  "charge": 1,
  "spin_multiplicity": 1,
  "e_above_lowest_kj_mol": 489.4,
  "species": ["C", "O", "N", "C", "N", "C", "C", "N", "C", "H", "H", "H", "H", "H", "H", "H", "H", "H", "H", "H", "H"],
  "coordinates": [[-2.872372, -0.299780, 1.457008], [-1.681353, 0.471797, 1.513661], [-0.888824, 0.412756, 0.392412], [-1.040261, 1.472558, -0.622409], [-0.206587, 1.647659, -1.515340], [1.073547, 1.082506, -1.271168], [1.067224, -0.379534, -0.736465], [2.472839, -0.914095, -0.497395], [0.354706, -0.428336, 0.602650], [-2.723920, -1.420257, 1.176808], [-3.672445, -0.092201, 0.776834], [-3.246527, -0.227253, 2.485268], [-2.163687, 1.623034, -0.595814], [1.723667, 1.647956, -0.588210], [1.627172, 0.996263, -2.230708], [0.674867, -1.112782, -1.426677], [2.975139, -0.011000, -0.405513], [2.884303, -1.491560, -1.257408], [2.585247, -1.455814, 0.386608], [0.010695, -1.403758, 0.899005], [1.046570, -0.118161, 1.456856]],
  "forces_ev_per_a": [[0.07, -3.03, 0.63], [-0.31, 0.46, -0.12], [1.58, 0.25, -0.87], [-2.83, -4.11, 3.27], [0.91, 1.28, -1.01], [1.99, -1.70, -1.12], [-0.74, -0.88, 0.58], [0.87, 0.88, 0.23], [-1.06, 1.76, 0.37], [0.49, 1.63, 0.84], [-0.14, 1.43, -0.69], [-0.01, -0.18, -0.36], [1.53, 1.07, -0.49], [-0.36, 0.36, 0.04], [-0.27, 0.50, 0.33], [-0.67, 0.26, -0.32], [0.67, -0.91, 0.07], [-0.38, 0.68, 0.34], [-0.26, 0.53, -0.63], [-0.17, -0.62, -0.16], [-0.89, 0.35, -0.94]],
  "nbo_charge": [-0.271, -0.364, -0.190, 0.310, -0.451, -0.253, -0.065, -0.690, -0.256, 0.169, 0.191, 0.219, 0.224, 0.200, 0.216, 0.230, 0.448, 0.457, 0.452, 0.229, 0.195]
}

---

[3]
{
  "formula": "C5H12N3O2",
  "method": "ωB97M-V/def2-TZVPD",
  "charge": 1,
  "spin_multiplicity": 1,
  "e_above_lowest_kj_mol": 695.3,
  "species": ["C", "C", "C", "C", "C", "N", "N", "N", "O", "O", "H", "H", "H", "H", "H", "H", "H", "H", "H", "H", "H", "H"],
  "coordinates": [[0.482312, 0.152074, -0.136199], [-1.830674, 0.204386, -0.701232], [2.713018, 1.397866, -0.006374], [0.112171, -2.088091, 0.571342], [1.255861, 1.404605, -0.392756], [-2.137808, -0.447928, -1.767376], [-2.404314, 0.417071, 0.413382], [0.938687, -0.854374, 0.519094], [-1.580857, 0.338836, 1.567718], [-3.574215, 0.705826, 0.614518], [2.855764, 1.269441, 1.116278], [3.161798, 0.601940, -0.655232], [3.361582, 2.321025, -0.344045], [0.663139, -2.870301, 0.084853], [-0.204453, -2.384561, 1.568358], [-0.762545, -2.081796, -0.116409], [0.756088, 2.266656, 0.013894], [1.120232, 1.574978, -1.429444], [-2.739878, -1.351603, -1.641006], [-1.779295, -0.247505, -2.664590], [1.728165, -1.010483, 1.088974], [-2.134777, 0.681937, 2.296252]],
  "forces_ev_per_a": [[-1.10, 0.93, 0.28], [4.15, 0.24, -0.29], [2.15, 0.46, -0.42], [-0.74, -0.42, -1.03], [-0.07, -0.11, 0.78], [-2.69, -3.01, 1.07], [-0.40, 0.19, 2.52], [-3.30, -1.25, -0.98], [0.16, 0.02, -0.74], [-0.54, -0.03, -0.31], [0.05, -0.09, -1.55], [0.10, 0.20, 1.20], [-1.80, -1.43, 0.80], [0.79, -0.59, 0.32], [0.22, 0.24, 0.06], [0.48, 0.82, 0.80], [-0.69, 0.19, 0.55], [0.06, 0.12, -1.39], [1.43, 2.18, -0.63], [0.25, 0.41, -0.91], [1.79, 0.85, 0.32], [-0.29, 0.07, -0.45]],
  "nbo_charge": [0.378, 0.467, -0.642, -0.423, -0.555, -0.741, 0.298, -0.535, -0.535, -0.396, 0.221, 0.218, 0.260, 0.227, 0.236, 0.211, 0.266, 0.252, 0.426, 0.432, 0.422, 0.514]
}

---

[4]
{
  "formula": "C5H12N4",
  "method": "ωB97M-V/def2-TZVPD",
  "spin_multiplicity": 1,
  "e_above_lowest_kj_mol": 330.7,
  "species": ["H", "N", "C", "C", "N", "H", "C", "C", "H", "H", "H", "H", "H", "H", "C", "N", "N", "H", "H", "H", "H"],
  "coordinates": [[-0.410852, -1.865391, 0.045334], [0.539693, -1.478249, -0.114193], [0.694015, -0.305142, 0.290030], [-0.455984, 0.536524, 1.076761], [-0.468235, 1.809520, 0.951062], [-0.827348, 2.302704, 1.763470], [1.958479, 0.466321, 0.096324], [2.990849, -0.252640, -0.761024], [-0.715629, 0.003292, 2.000251], [1.678781, 1.430958, -0.336305], [2.361378, 0.690731, 1.088282], [3.275997, -1.196222, -0.299537], [3.877675, 0.366953, -0.888218], [2.576179, -0.474770, -1.743169], [-2.559083, -1.311488, 0.000742], [-2.186782, -0.089187, 0.129416], [-2.452985, 0.823595, -0.835718], [-3.036103, -1.675253, -0.906408], [-2.604623, -1.916516, 0.891086], [-2.353259, 0.484225, -1.790515], [-1.882161, 1.650034, -0.657673]],
  "forces_ev_per_a": [[0.77, 0.52, 0.01], [-0.14, -1.18, -0.19], [-2.33, 1.32, 0.28], [2.71, 0.01, 0.79], [0.76, 0.02, -0.08], [-0.53, -0.21, -0.10], [0.20, 0.03, -0.11], [-0.16, 0.02, 0.13], [-0.26, 0.15, -0.09], [-0.01, -0.01, 0.11], [0.01, 0.10, 0.00], [0.05, -0.04, -0.06], [0.03, 0.00, 0.02], [0.03, -0.05, -0.02], [-0.45, 1.26, -0.11], [-1.58, -1.42, -0.57], [0.37, -0.14, -0.17], [-0.03, -0.07, -0.07], [0.53, -0.26, 0.09], [-0.10, 0.04, 0.15], [0.14, -0.08, 0.00]],
  "nbo_charge": [0.340, -0.637, 0.290, 0.113, -0.773, 0.346, -0.471, -0.600, 0.161, 0.242, 0.222, 0.215, 0.206, 0.211, -0.167, -0.184, -0.627, 0.166, 0.196, 0.353, 0.396]
}